# 1
Computed, not measured: a structure of composition C24H47BrClInNO7, with the ωB97M-V functional and the def2-TZVPD basis.

Structure (ORCA input):
```
! wB97M-V def2-TZVPD RIJCOSX def2/J DEFGRID3
* xyz -1 1
C -1.18 2.31 3.20
C -2.24 1.17 3.46
C -1.93 -0.23 2.82
C -0.48 -0.79 3.07
C 0.53 -0.52 1.86
In 0.40 -0.26 5.07
Cl -1.35 -0.14 6.85
Br 2.14 -2.12 5.76
O 1.50 1.54 5.05
C 2.56 1.35 4.28
N 3.46 0.98 3.67
H -0.74 2.58 4.20
H -0.37 2.04 2.49
H -1.69 3.23 2.81
H -2.49 1.08 4.55
H -3.21 1.53 2.98
H -2.64 -0.96 3.30
H -2.18 -0.25 1.72
H -0.58 -1.91 3.10
H 0.28 0.42 1.30
H 0.35 -1.36 1.14
H 1.60 -0.56 2.20
C 4.86 -1.50 1.16
C 3.75 -1.56 0.14
O 2.61 -1.80 0.45
C 4.13 -1.30 -1.30
H 4.44 -1.70 2.15
H 5.61 -2.26 0.94
H 5.31 -0.51 1.17
H 4.86 -2.05 -1.63
H 4.55 -0.30 -1.40
H 3.25 -1.38 -1.93
C -4.05 2.36 -1.22
C -4.04 3.34 -0.07
O -3.03 3.59 0.53
C -5.35 3.99 0.29
H -3.05 1.97 -1.36
H -4.72 1.53 -0.99
H -4.37 2.86 -2.13
H -6.08 3.23 0.59
H -5.73 4.56 -0.56
H -5.20 4.67 1.13
C 3.99 2.06 -5.36
C 3.89 0.82 -4.52
O 3.23 0.79 -3.50
C 4.65 -0.40 -4.99
H 3.40 2.85 -4.90
H 5.03 2.39 -5.42
H 3.61 1.86 -6.36
H 5.72 -0.18 -5.03
H 4.29 -0.70 -5.98
H 4.49 -1.22 -4.29
C 4.98 2.52 -9.97
C 4.88 1.27 -9.13
O 4.22 1.25 -8.11
C 5.63 0.06 -9.59
H 4.39 3.31 -9.52
H 6.02 2.84 -10.03
H 4.59 2.32 -10.97
H 6.70 0.27 -9.64
H 5.27 -0.25 -10.58
H 5.47 -0.76 -8.89
C -7.29 1.88 3.17
C -8.38 1.72 2.15
O -8.52 2.52 1.24
C -9.30 0.53 2.29
H -6.71 2.77 2.94
H -7.72 1.99 4.16
H -6.62 1.01 3.14
H -9.82 0.58 3.25
H -8.72 -0.39 2.23
H -10.04 0.54 1.49
C 0.06 -7.09 4.14
C -0.50 -5.78 4.66
O -1.30 -5.14 4.02
C 0.00 -5.31 6.01
H -0.38 -7.30 3.17
H 1.14 -7.01 4.03
H -0.19 -7.90 4.83
H 1.08 -5.16 5.97
H -0.26 -6.05 6.77
H -0.48 -4.37 6.26
*
```

## Properties
DFT total energy in eV: -129215.1253
Frontier orbital gap in eV: 6.98

---

# 2
Computed, not measured: a cluster of 6 separate species, C24H47ClN8O5PS in total, with the ωB97M-V functional and the def2-TZVPD basis.

Structure (ORCA input):
```
! wB97M-V def2-TZVPD RIJCOSX def2/J DEFGRID3
* xyz 1 1
C -1.66 -2.65 7.97
C -0.99 -1.29 7.30
C 0.58 -1.45 6.88
O 1.05 -0.42 5.89
C 0.56 -0.81 4.56
N 0.23 0.34 3.63
C 0.64 0.08 2.20
N 1.76 1.01 1.68
P 2.44 1.99 3.05
O 3.20 1.01 4.29
O 1.34 3.20 3.65
S 3.93 3.01 2.22
N 0.08 -0.91 1.38
C 0.69 -0.96 -0.04
C 0.05 0.22 -0.98
C 1.11 1.36 -1.49
O 0.62 1.96 -2.75
C -0.72 2.53 -2.59
O -0.86 -1.74 1.84
C -2.03 -1.87 0.98
C -3.08 -0.60 1.01
C -1.19 0.83 3.76
Cl -1.47 1.61 5.46
C -1.64 1.98 2.68
C -3.27 2.28 2.97
H -1.89 -3.38 7.05
H -2.74 -2.31 8.35
H -1.00 -3.14 8.80
H -1.62 -1.09 6.31
H -1.09 -0.42 8.08
H 1.22 -1.23 7.86
H 0.85 -2.54 6.53
H 1.43 -1.43 4.05
H -0.38 -1.53 4.57
H 2.61 0.42 1.41
H 3.88 0.39 3.91
H 1.70 3.50 4.56
H 1.86 -1.02 -0.03
H 0.32 -2.00 -0.51
H -0.75 0.79 -0.31
H -0.56 -0.22 -1.91
H 2.23 1.02 -1.53
H 1.07 2.24 -0.68
H -1.06 2.72 -1.49
H -1.54 1.83 -3.10
H -0.80 3.59 -3.15
H -1.83 -2.12 -0.14
H -2.65 -2.80 1.40
H -4.11 -1.00 0.54
H -2.77 0.32 0.36
H -3.31 -0.38 2.13
H -1.89 -0.13 3.77
H -1.56 1.67 1.56
H -1.12 3.02 2.80
H -3.74 1.31 3.45
H -3.31 3.11 3.79
H -3.82 2.59 1.96
C 0.82 2.25 -5.96
C 0.40 2.07 -7.36
N 0.06 1.93 -8.46
H 0.51 1.40 -5.33
H 1.91 2.33 -5.87
H 0.38 3.15 -5.52
C -1.62 2.23 -11.36
C -3.04 2.14 -11.74
N -4.16 2.08 -12.04
H -1.08 2.96 -11.97
H -1.50 2.52 -10.31
H -1.11 1.26 -11.49
C 7.44 1.49 1.55
C 7.58 0.63 0.36
N 7.70 -0.04 -0.58
H 7.32 2.54 1.28
H 6.57 1.20 2.15
H 8.32 1.42 2.21
C 1.21 -1.83 -7.95
C 1.29 -1.45 -6.53
N 1.35 -1.15 -5.41
H 1.77 -2.75 -8.15
H 0.18 -2.01 -8.27
H 1.63 -1.06 -8.60
C -3.34 -6.37 0.08
C -2.77 -5.13 -0.48
N -2.33 -4.15 -0.92
H -2.56 -7.03 0.48
H -4.04 -6.17 0.90
H -3.88 -6.95 -0.68
*
```

## Properties
DFT total energy in eV: -80437.7203
Frontier orbital gap in eV: 7.26

---

# 3
Computed, not measured: the molecule C24H47N3O2S, with the ωB97M-V functional and the def2-TZVPD basis.

Structure (ORCA input):
```
! wB97M-V def2-TZVPD RIJCOSX def2/J DEFGRID3
* xyz 0 1
C -3.82 5.08 3.30
H -4.51 5.74 2.78
C -2.54 4.92 2.49
H -1.86 4.23 3.01
H -2.04 5.88 2.43
C -2.77 4.39 1.07
C -3.24 2.94 1.07
C -3.48 2.44 -0.36
H -3.79 1.39 -0.33
H -4.29 3.02 -0.81
C -2.24 2.59 -1.25
C -1.14 1.62 -0.84
O -0.68 1.53 0.28
N -0.69 0.83 -1.85
H -1.14 0.86 -2.75
C 0.42 -0.09 -1.69
C -0.06 -1.44 -1.09
O 0.00 -2.50 -1.69
N -0.54 -1.29 0.15
H -0.52 -0.36 0.57
C -0.97 -2.39 0.97
H -2.06 -2.48 0.96
C -0.49 -2.18 2.41
N 0.96 -2.12 2.48
C 1.57 -3.44 2.60
H 1.68 -3.73 3.65
C 2.94 -3.50 1.90
C 3.65 -4.80 2.26
H 4.62 -4.85 1.76
H 3.82 -4.87 3.33
H 3.06 -5.66 1.95
C 2.77 -3.38 0.39
H 2.20 -2.49 0.15
H 2.24 -4.24 -0.01
H 3.74 -3.32 -0.10
H 3.55 -2.66 2.25
H 0.92 -4.17 2.12
C 1.44 -1.18 3.48
H 0.84 -1.23 4.40
C 1.44 0.26 2.95
C 1.77 1.24 4.08
H 1.03 1.17 4.88
H 2.75 1.02 4.50
H 1.77 2.26 3.70
C 2.44 0.40 1.81
H 2.27 -0.39 1.08
H 2.33 1.37 1.32
H 3.46 0.32 2.18
H 0.45 0.51 2.56
H 2.46 -1.44 3.74
H -0.91 -2.98 3.05
H -0.90 -1.23 2.76
H -0.54 -3.30 0.54
H 1.10 0.36 -0.96
C 1.16 -0.30 -3.02
C 0.25 -0.79 -4.14
H -0.45 -1.54 -3.78
H -0.29 0.02 -4.62
S 1.20 -1.56 -5.49
C 1.77 -3.06 -4.64
H 1.11 -3.27 -3.81
H 1.74 -3.88 -5.36
H 2.79 -2.92 -4.29
H 1.93 -1.05 -2.83
H 1.65 0.63 -3.32
C -1.72 4.03 -1.19
C -1.49 4.50 0.25
H -0.72 3.87 0.71
H -1.13 5.53 0.24
H -0.79 4.11 -1.76
H -2.46 4.68 -1.66
H -2.53 2.37 -2.28
H -4.16 2.83 1.64
H -2.47 2.32 1.54
H -3.55 5.01 0.60
H -4.30 4.13 3.47
H -3.59 5.53 4.27
*
```

## Properties
SMILES: CC[C@H]1CC[C@@H](C(=O)N[C@H](CCSC)C(=O)NCCN(CC(C)C)CC(C)C)CC1
DFT total energy in eV: -45053.6872
ΔE to the lowest compared entry with this formula, charge and spin in eV: 0.110
Frontier orbital gap in eV: 8.92

---

# 4
Computed, not measured: a cluster of 4 separate species, C24H47NO14S3 in total, with the ωB97M-V functional and the def2-TZVPD basis.

Structure (ORCA input):
```
! wB97M-V def2-TZVPD RIJCOSX def2/J DEFGRID3
* xyz 0 1
O -0.64 1.32 -2.52
C -0.71 0.14 -2.25
C -1.59 -0.36 -1.12
C -1.08 -1.58 -0.36
C -0.05 -1.21 0.73
O 1.26 -1.58 0.32
C 2.06 -2.26 1.29
C 2.19 -3.73 0.94
C 0.85 -4.41 0.66
C 0.87 -5.91 0.93
O -0.39 -6.52 0.65
N -2.18 -2.37 0.23
C -2.79 -3.31 -0.67
O -2.10 -4.53 -0.44
O -2.47 -5.40 -1.53
C 0.00 -0.89 -3.08
C -0.74 -1.70 -3.94
C -0.09 -2.65 -4.71
C 1.29 -2.81 -4.61
C 2.02 -2.00 -3.75
C 1.38 -1.04 -2.98
H -1.78 0.48 -0.45
H -2.55 -0.61 -1.60
H -0.55 -2.25 -1.04
H -0.05 -0.13 0.90
H -0.34 -1.71 1.66
H 3.06 -1.82 1.27
H 1.67 -2.11 2.30
H 2.73 -4.25 1.75
H 2.82 -3.82 0.05
H 0.08 -3.98 1.31
H 0.57 -4.26 -0.38
H 1.11 -6.08 1.99
H 1.62 -6.40 0.31
H -1.04 -5.81 0.55
H -2.90 -1.75 0.58
H -2.69 -3.06 -1.73
H -3.85 -3.43 -0.44
H -1.97 -6.19 -1.28
H -1.81 -1.57 -4.01
H -0.66 -3.27 -5.39
H 1.80 -3.56 -5.19
H 3.09 -2.12 -3.67
H 1.93 -0.41 -2.29
O -2.80 -0.20 -6.31
S -3.76 0.40 -5.44
O -4.44 -0.43 -4.48
O -4.84 1.17 -6.32
C -5.44 0.44 -7.41
C -6.51 -0.53 -6.95
C -3.08 1.78 -4.61
H -4.66 -0.06 -7.98
H -5.86 1.22 -8.05
H -6.09 -1.35 -6.38
H -7.02 -0.94 -7.82
H -7.24 -0.02 -6.32
H -2.57 2.42 -5.32
H -2.37 1.37 -3.89
H -3.87 2.31 -4.09
O 0.47 0.26 5.08
S 1.82 0.49 4.66
O 2.71 -0.62 4.52
O 2.48 1.56 5.64
C 2.38 1.31 7.07
C 3.36 0.26 7.54
C 1.86 1.47 3.21
H 1.35 1.03 7.30
H 2.58 2.27 7.53
H 3.13 -0.72 7.14
H 3.34 0.21 8.63
H 4.37 0.52 7.22
H 1.21 2.33 3.35
H 1.49 0.84 2.39
H 2.88 1.77 3.02
O 4.12 5.41 3.10
S 2.76 5.60 3.50
O 1.71 5.06 2.69
O 2.51 7.15 3.74
C 2.89 8.06 2.68
C 1.90 8.07 1.53
C 2.54 5.07 5.16
H 3.90 7.81 2.35
H 2.93 9.03 3.17
H 1.90 7.13 1.00
H 2.17 8.87 0.84
H 0.89 8.25 1.90
H 3.33 5.51 5.77
H 2.62 3.98 5.16
H 1.56 5.38 5.50
*
```

## Properties
SMILES: O=C(C[C@@H](COCCCCO)NCOO)c1ccccc1.CCOS(C)(=O)=O.CCOS(C)(=O)=O.CCOS(C)(=O)=O
DFT total energy in eV: -88306.5425
Frontier orbital gap in eV: 9.78

---

# 5
Computed, not measured: a cluster of 12 separate species, C24H48Cl24 in total, with the ωB97M-V functional and the def2-TZVPD basis.

Structure (ORCA input):
```
! wB97M-V def2-TZVPD RIJCOSX def2/J DEFGRID3
* xyz 0 1
Cl -14.55 0.32 7.14
C -15.45 1.40 8.28
C -14.50 2.04 9.26
Cl -15.33 3.19 10.37
H -16.20 0.80 8.81
H -15.79 2.21 7.63
H -13.86 2.63 8.61
H -13.99 1.26 9.84
Cl -17.51 1.54 2.01
C -19.17 1.06 1.88
C -20.07 2.27 1.63
Cl -21.67 1.73 1.16
H -19.55 0.53 2.75
H -19.38 0.41 1.03
H -19.66 2.83 0.79
H -20.13 2.93 2.49
Cl -13.53 -4.26 2.58
C -15.10 -4.35 1.78
C -15.00 -5.05 0.43
Cl -14.39 -6.73 0.59
H -15.47 -3.33 1.69
H -15.77 -4.89 2.45
H -14.35 -4.48 -0.24
H -16.02 -5.08 0.06
Cl -9.93 -4.51 8.23
C -11.65 -4.00 8.30
C -12.53 -5.24 8.57
Cl -12.42 -5.80 10.31
H -11.89 -3.62 7.31
H -11.83 -3.28 9.09
H -12.14 -5.99 7.88
H -13.60 -5.10 8.39
Cl -21.39 -5.83 7.42
C -20.72 -4.31 8.08
C -19.67 -3.77 7.15
Cl -18.36 -4.99 6.86
H -20.32 -4.52 9.07
H -21.56 -3.62 8.16
H -19.25 -2.89 7.64
H -20.01 -3.43 6.17
Cl -21.52 4.93 6.26
C -21.75 4.43 7.91
C -20.90 3.19 8.21
Cl -21.24 1.72 7.24
H -22.80 4.23 8.15
H -21.34 5.21 8.55
H -21.18 2.86 9.21
H -19.85 3.44 8.11
Cl -24.61 -1.92 5.48
C -26.11 -1.07 5.01
C -27.01 -0.71 6.19
Cl -26.25 0.69 6.96
H -26.69 -1.61 4.26
H -25.69 -0.19 4.52
H -27.17 -1.49 6.93
H -28.01 -0.47 5.85
Cl -16.98 -10.61 3.84
C -16.10 -10.09 5.31
C -15.52 -11.36 6.01
Cl -14.63 -10.96 7.50
H -16.84 -9.56 5.91
H -15.28 -9.49 4.91
H -14.84 -12.04 5.51
H -16.34 -11.98 6.38
Cl -20.01 -0.26 12.41
C -18.38 -0.30 13.22
C -17.64 -1.65 13.15
Cl -17.31 -2.22 11.46
H -18.53 -0.02 14.26
H -17.75 0.51 12.85
H -18.11 -2.42 13.75
H -16.67 -1.43 13.61
Cl -25.89 -4.06 11.54
C -25.04 -2.51 11.79
C -25.77 -1.61 12.79
Cl -27.20 -0.83 12.06
H -24.99 -1.97 10.84
H -24.04 -2.84 12.05
H -25.16 -0.84 13.28
H -26.13 -2.26 13.59
Cl -23.56 -7.05 1.12
C -22.54 -7.27 2.62
C -21.11 -6.80 2.32
Cl -21.11 -5.07 1.82
H -22.44 -8.33 2.83
H -22.87 -6.66 3.47
H -20.66 -7.37 1.51
H -20.51 -6.91 3.23
Cl -19.54 -7.23 12.33
C -17.80 -7.49 11.82
C -17.46 -8.98 11.79
Cl -18.44 -9.66 10.40
H -17.14 -7.01 12.53
H -17.63 -6.98 10.87
H -17.72 -9.60 12.65
H -16.45 -9.22 11.46
*
```

## Properties
SMILES: ClCCCl.ClCCCl.ClCCCl.ClCCCl.ClCCCl.ClCCCl.ClCCCl.ClCCCl.ClCCCl.ClCCCl.ClCCCl.ClCCCl
DFT total energy in eV: -326205.8145
ΔE to the lowest compared entry with this formula, charge and spin in eV: 2.891
Frontier orbital gap in eV: 10.61